265
Properties=species:S:1:pos:R:3 method="wB97M-V/def2-TZVPD" largest_force_ev_per_a=3.98 multiplicity=1 energy_ev=-125910.0832 de_lowest_kcal_mol=189.1 smiles=CC1(C)CCCC(C)(C)N1O.CC1(C)CCCC(C)(C)N1O.COC[C@H](C)N.COC[C@H](C)N.COC[C@H](C)N.COC[C@H](C)N.COC[C@H](C)N.COCCNCCOC.COCCNCCOC.COCCNCCOC.COCCNCCOC.COCCNCCOC
C -2.678 -3.822 8.539
C -2.770 -2.753 9.573
C -1.551 -1.839 9.392
C -3.965 -1.837 9.233
C -5.327 -2.344 9.708
C -5.250 -2.729 11.254
C -4.141 -3.777 11.572
C -3.873 -3.988 13.117
C -4.585 -5.167 10.995
N -2.836 -3.292 10.980
O -1.820 -4.215 11.219
H -1.824 -4.484 8.680
H -3.507 -4.527 8.478
H -2.533 -3.443 7.527
H -1.463 -1.250 8.479
H -1.417 -1.118 10.198
H -0.660 -2.457 9.506
H -3.839 -0.900 9.776
H -4.095 -1.657 8.166
H -6.085 -1.575 9.555
H -5.591 -3.244 9.153
H -6.201 -3.207 11.488
H -4.974 -1.901 11.907
H -4.792 -4.344 13.583
H -3.635 -3.013 13.542
H -3.014 -4.567 13.455
H -3.757 -5.861 11.139
H -4.858 -5.066 9.945
H -5.427 -5.597 11.537
H -1.368 -3.780 11.946
C 1.114 -2.145 1.393
C 1.517 -0.670 1.355
C 1.663 -0.100 -0.010
C 0.374 0.167 2.027
C 0.778 1.493 2.580
C 1.962 1.379 3.584
C 3.188 0.630 2.992
C 4.006 1.596 2.085
C 3.981 0.179 4.211
N 2.738 -0.565 2.237
O 3.780 -1.287 1.803
H 0.114 -2.279 0.979
H 1.115 -2.407 2.451
H 1.804 -2.762 0.817
H 1.778 0.984 0.023
H 0.812 -0.429 -0.606
H 2.582 -0.493 -0.446
H -0.452 0.235 1.319
H -0.107 -0.381 2.836
H -0.062 1.881 3.157
H 1.064 2.170 1.775
H 1.625 1.118 4.587
H 2.205 2.430 3.739
H 3.456 1.966 1.220
H 4.386 2.420 2.690
H 4.929 1.119 1.755
H 3.366 -0.387 4.911
H 4.852 -0.411 3.928
H 4.436 1.063 4.658
H 3.789 -2.007 2.438
C 1.593 3.679 10.230
O 0.475 4.592 10.111
C -0.155 4.614 8.861
C -1.172 5.840 8.758
C -2.567 5.716 9.438
N -1.474 6.303 7.439
H 1.816 3.628 11.296
H 2.533 3.942 9.744
H 1.390 2.673 9.865
H 0.638 4.873 8.160
H -0.527 3.638 8.549
H -0.655 6.646 9.277
H -2.485 5.637 10.522
H -3.102 4.827 9.104
H -3.211 6.547 9.149
H -0.664 6.645 6.942
H -1.627 5.514 6.828
C 4.670 -5.702 4.836
O 5.108 -5.849 3.505
C 5.971 -6.980 3.321
C 6.592 -6.887 1.939
C 5.595 -7.208 0.828
N 7.600 -7.851 1.779
H 4.433 -6.640 5.337
H 3.775 -5.089 4.941
H 5.507 -5.281 5.394
H 6.732 -7.058 4.098
H 5.325 -7.821 3.570
H 6.982 -5.869 1.904
H 5.035 -8.084 1.159
H 6.055 -7.199 -0.160
H 4.917 -6.381 0.619
H 7.126 -8.738 1.874
H 8.286 -7.791 2.518
C 7.436 -1.507 -6.756
O 7.099 -2.902 -6.604
C 5.981 -3.308 -5.756
C 4.618 -2.806 -6.307
C 3.423 -3.231 -5.481
N 4.373 -3.270 -7.739
H 7.810 -1.086 -5.823
H 6.542 -0.941 -7.020
H 8.200 -1.263 -7.494
H 5.894 -4.377 -5.951
H 6.190 -3.068 -4.714
H 4.607 -1.718 -6.362
H 3.664 -3.261 -4.418
H 2.991 -4.214 -5.666
H 2.599 -2.531 -5.623
H 4.282 -4.275 -7.693
H 5.278 -3.145 -8.169
C -3.598 5.750 0.492
O -3.019 4.852 -0.447
C -3.823 3.946 -1.088
C -4.912 4.623 -2.015
C -5.656 3.605 -2.849
N -4.180 5.456 -2.951
H -2.912 6.595 0.528
H -3.617 5.333 1.499
H -4.604 6.096 0.253
H -3.235 3.318 -1.757
H -4.371 3.355 -0.354
H -5.664 5.165 -1.440
H -4.959 3.079 -3.501
H -6.459 3.996 -3.474
H -6.182 2.856 -2.257
H -3.618 6.063 -2.372
H -3.490 4.811 -3.309
C -4.385 -9.281 1.120
O -3.612 -8.865 2.191
C -2.827 -9.872 2.822
C -2.015 -9.314 4.040
C -1.113 -8.018 3.677
N -1.119 -10.308 4.541
H -3.793 -9.691 0.302
H -4.929 -8.453 0.665
H -5.100 -10.017 1.488
H -3.497 -10.702 3.045
H -2.091 -10.083 2.047
H -2.650 -9.141 4.909
H -0.532 -7.687 4.538
H -1.838 -7.260 3.382
H -0.442 -8.194 2.836
H -1.483 -11.187 4.881
H -0.686 -9.940 5.375
C -4.811 -11.373 -9.433
O -4.263 -10.075 -9.701
C -2.835 -9.979 -9.518
C -2.359 -8.534 -9.536
N -2.447 -7.770 -8.268
C -2.042 -6.354 -8.392
C -2.687 -5.409 -7.318
O -2.256 -4.042 -7.443
C -2.759 -3.209 -6.490
H -5.761 -11.587 -9.923
H -4.950 -11.516 -8.361
H -4.204 -12.201 -9.799
H -2.287 -10.483 -10.313
H -2.642 -10.456 -8.557
H -2.956 -8.068 -10.320
H -1.304 -8.465 -9.802
H -3.367 -7.828 -7.856
H -2.168 -5.929 -9.388
H -0.969 -6.331 -8.203
H -2.382 -5.760 -6.333
H -3.774 -5.495 -7.325
H -2.200 -2.289 -6.660
H -2.428 -3.462 -5.482
H -3.847 -3.157 -6.522
C 6.370 6.409 4.515
O 5.358 7.241 4.010
C 4.350 7.617 4.990
C 3.381 8.649 4.386
N 2.269 8.115 3.592
C 2.674 7.378 2.429
C 3.602 8.133 1.403
O 2.915 8.933 0.406
C 2.234 8.156 -0.619
H 6.919 7.048 5.207
H 7.039 6.141 3.697
H 5.999 5.516 5.019
H 4.858 8.129 5.807
H 3.817 6.768 5.418
H 4.054 9.339 3.876
H 2.888 9.228 5.167
H 1.643 8.802 3.196
H 1.840 7.020 1.825
H 3.132 6.469 2.819
H 4.252 7.436 0.875
H 4.267 8.835 1.907
H 2.875 7.492 -1.198
H 1.900 8.894 -1.349
H 1.335 7.671 -0.239
C 7.046 3.279 -3.888
O 8.110 3.745 -4.714
C 9.005 4.609 -4.084
C 9.987 5.176 -5.155
N 11.088 5.810 -4.430
C 12.122 6.394 -5.230
C 13.420 6.811 -4.385
O 13.054 8.140 -3.856
C 14.169 8.991 -3.731
H 6.636 4.029 -3.212
H 7.521 2.504 -3.286
H 6.277 2.781 -4.479
H 9.609 4.143 -3.306
H 8.423 5.364 -3.555
H 9.378 5.812 -5.797
H 10.443 4.382 -5.745
H 10.605 6.488 -3.858
H 11.546 7.255 -5.569
H 12.335 5.751 -6.085
H 14.252 6.852 -5.088
H 13.778 6.203 -3.554
H 13.700 9.975 -3.760
H 14.887 9.001 -4.550
H 14.690 8.730 -2.810
C -11.248 -2.214 -6.813
O -10.430 -2.448 -5.663
C -10.362 -1.347 -4.701
C -9.552 -2.071 -3.567
N -8.146 -2.067 -3.955
C -7.286 -2.723 -2.922
C -6.869 -1.724 -1.829
O -5.873 -2.165 -0.872
C -6.382 -3.044 0.176
H -12.290 -2.510 -6.699
H -10.881 -2.815 -7.645
H -11.235 -1.172 -7.133
H -11.333 -1.012 -4.337
H -9.838 -0.466 -5.073
H -10.012 -3.036 -3.355
H -9.691 -1.526 -2.633
H -7.990 -2.592 -4.804
H -6.383 -3.151 -3.357
H -7.693 -3.644 -2.503
H -7.803 -1.358 -1.402
H -6.344 -0.916 -2.339
H -5.525 -3.358 0.772
H -6.972 -3.919 -0.099
H -7.046 -2.491 0.841
C -6.905 9.299 -9.032
O -6.960 8.768 -7.749
C -5.681 8.229 -7.360
C -5.343 6.928 -8.097
N -4.028 6.477 -7.662
C -3.600 5.148 -8.192
C -2.178 4.972 -7.615
O -2.113 4.736 -6.187
C -0.782 4.444 -5.738
H -7.964 9.524 -9.164
H -6.569 8.692 -9.872
H -6.437 10.280 -9.114
H -5.718 8.101 -6.278
H -4.932 8.996 -7.555
H -5.401 7.009 -9.183
H -6.099 6.205 -7.790
H -4.081 6.295 -6.670
H -3.461 4.981 -9.260
H -4.353 4.386 -7.987
H -1.508 5.768 -7.943
H -1.751 4.115 -8.135
H -0.867 4.019 -4.738
H -0.145 5.328 -5.708
H -0.343 3.580 -6.236